{"formula": "C26H32N3O2S", "method": "ωB97M-V/def2-TZVPD", "e_lumo_ha": -0.12942, "homo_lumo_gap_ev": 6.7, "homo_energy_ev": -10.21, "spin_multiplicity": 1, "charge": 1, "species": ["C", "N", "C", "C", "C", "C", "C", "C", "C", "C", "C", "C", "N", "C", "C", "C", "C", "C", "C", "H", "H", "H", "H", "H", "H", "H", "H", "H", "H", "H", "H", "H", "H", "H", "H", "H", "H", "H", "H", "H", "C", "S", "C", "C", "C", "C", "C", "C", "N", "O", "O", "C", "C", "H", "H", "H", "H", "H", "H", "H", "H", "H", "H", "H"], "xyz": [[-5.43, -1.11, 0.88], [-4.86, -0.91, 2.20], [-5.60, -1.55, 3.27], [-3.69, -0.19, 2.41], [-3.57, 1.13, 1.90], [-2.35, 1.80, 1.93], [-1.22, 1.19, 2.51], [0.12, 1.95, 2.58], [1.43, 1.16, 2.34], [2.62, 1.90, 2.41], [3.85, 1.26, 2.40], [3.92, -0.13, 2.24], [5.17, -0.76, 2.14], [5.84, -1.29, 3.30], [5.68, -1.21, 0.87], [2.72, -0.86, 2.09], [1.49, -0.21, 2.05], [-1.36, -0.07, 3.10], [-2.58, -0.75, 3.07], [-5.08, -0.34, 0.19], [-5.15, -2.11, 0.49], [-6.52, -1.08, 0.98], [-5.49, -1.01, 4.21], [-6.66, -1.55, 2.97], [-5.29, -2.60, 3.41], [-4.46, 1.63, 1.49], [-2.29, 2.80, 1.50], [0.11, 2.70, 1.78], [2.60, 2.99, 2.47], [4.78, 1.83, 2.52], [5.63, -0.68, 4.19], [5.52, -2.33, 3.51], [6.91, -1.30, 3.10], [5.38, -0.52, 0.08], [6.78, -1.24, 0.94], [5.31, -2.22, 0.63], [2.78, -1.95, 2.01], [0.59, -0.78, 1.81], [-0.50, -0.54, 3.57], [-2.65, -1.76, 3.50], [-0.68, 4.77, 5.56], [-1.17, 3.91, 4.03], [-0.44, 5.06, 2.81], [0.23, 2.65, 3.89], [0.27, 1.79, 5.15], [1.50, 1.28, 5.62], [1.57, 0.55, 6.81], [0.39, 0.32, 7.55], [0.41, -0.51, 8.71], [-0.68, -0.67, 9.33], [1.48, -1.06, 9.06], [-0.84, 0.84, 7.09], [-0.90, 1.53, 5.89], [-0.90, 4.11, 6.40], [0.38, 5.05, 5.54], [-1.32, 5.65, 5.62], [-0.34, 4.55, 1.84], [-1.17, 5.87, 2.71], [0.52, 5.44, 3.15], [1.11, 3.32, 3.91], [2.41, 1.44, 5.04], [2.52, 0.15, 7.16], [-1.73, 0.66, 7.68], [-1.89, 1.82, 5.53]]}

=====

{"formula": "C26H32O4", "method": "ωB97M-V/def2-TZVPD", "e_lumo_ha": -0.09913, "homo_lumo_gap_ev": 3.3, "homo_energy_ev": -5.96, "spin_multiplicity": 1, "de_lowest_ev": 0.000, "species": ["C", "C", "C", "C", "C", "C", "O", "O", "C", "C", "C", "O", "O", "C", "C", "H", "H", "H", "H", "H", "H", "H", "H", "H", "H", "H", "H", "H", "H", "H", "H", "H", "H", "H", "C", "C", "C", "C", "C", "C", "C", "C", "C", "C", "C", "C", "C", "C", "C", "H", "H", "H", "H", "H", "H", "H", "H", "H", "H", "H", "H", "H"], "xyz": [[-2.30, 2.30, -3.21], [-1.47, 1.09, -2.83], [-0.27, 0.87, -3.74], [0.59, -0.30, -3.22], [0.99, -0.18, -1.79], [1.02, -1.34, -0.92], [1.28, -1.39, 0.27], [0.67, -2.46, -1.62], [0.80, -3.67, -0.86], [0.43, -4.81, -1.76], [1.85, 0.92, -1.39], [2.18, 1.25, -0.26], [2.27, 1.61, -2.49], [3.08, 2.73, -2.13], [3.46, 3.50, -3.37], [-3.16, 2.38, -2.54], [-1.71, 3.22, -3.12], [-2.67, 2.22, -4.24], [-1.10, 1.18, -1.80], [-2.08, 0.17, -2.84], [-0.60, 0.65, -4.76], [0.36, 1.77, -3.77], [0.02, -1.24, -3.32], [1.51, -0.38, -3.82], [1.82, -3.76, -0.48], [0.12, -3.60, 0.00], [0.55, -5.75, -1.23], [-0.62, -4.73, -2.08], [1.07, -4.84, -2.65], [2.49, 3.37, -1.46], [3.97, 2.38, -1.59], [4.12, 4.32, -3.08], [4.00, 2.88, -4.10], [2.58, 3.94, -3.85], [-0.02, 1.28, 2.93], [0.47, 1.40, 4.28], [1.15, 2.59, 4.68], [1.67, 2.73, 5.97], [1.52, 1.69, 6.90], [0.84, 0.52, 6.55], [0.31, 0.37, 5.26], [-0.63, 0.15, 2.39], [-1.33, 0.13, 1.17], [-2.10, -1.01, 0.73], [-3.25, -0.88, -0.10], [-4.02, -1.99, -0.43], [-3.67, -3.26, 0.04], [-2.54, -3.42, 0.86], [-1.76, -2.31, 1.18], [0.05, 2.15, 2.28], [1.27, 3.39, 3.96], [2.21, 3.63, 6.24], [1.94, 1.80, 7.91], [0.73, -0.29, 7.27], [-0.23, -0.53, 4.99], [-0.57, -0.78, 2.96], [-1.44, 1.08, 0.63], [-3.55, 0.12, -0.41], [-4.91, -1.87, -1.05], [-4.26, -4.14, -0.23], [-2.27, -4.40, 1.25], [-0.88, -2.42, 1.81]]}

=====

Copy entry 1 word for word.
{"formula": "C26H32N3O2S", "method": "ωB97M-V/def2-TZVPD", "e_lumo_ha": -0.12942, "homo_lumo_gap_ev": 6.7, "homo_energy_ev": -10.21, "spin_multiplicity": 1, "charge": 1, "species": ["C", "N", "C", "C", "C", "C", "C", "C", "C", "C", "C", "C", "N", "C", "C", "C", "C", "C", "C", "H", "H", "H", "H", "H", "H", "H", "H", "H", "H", "H", "H", "H", "H", "H", "H", "H", "H", "H", "H", "H", "C", "S", "C", "C", "C", "C", "C", "C", "N", "O", "O", "C", "C", "H", "H", "H", "H", "H", "H", "H", "H", "H", "H", "H"], "xyz": [[-5.43, -1.11, 0.88], [-4.86, -0.91, 2.20], [-5.60, -1.55, 3.27], [-3.69, -0.19, 2.41], [-3.57, 1.13, 1.90], [-2.35, 1.80, 1.93], [-1.22, 1.19, 2.51], [0.12, 1.95, 2.58], [1.43, 1.16, 2.34], [2.62, 1.90, 2.41], [3.85, 1.26, 2.40], [3.92, -0.13, 2.24], [5.17, -0.76, 2.14], [5.84, -1.29, 3.30], [5.68, -1.21, 0.87], [2.72, -0.86, 2.09], [1.49, -0.21, 2.05], [-1.36, -0.07, 3.10], [-2.58, -0.75, 3.07], [-5.08, -0.34, 0.19], [-5.15, -2.11, 0.49], [-6.52, -1.08, 0.98], [-5.49, -1.01, 4.21], [-6.66, -1.55, 2.97], [-5.29, -2.60, 3.41], [-4.46, 1.63, 1.49], [-2.29, 2.80, 1.50], [0.11, 2.70, 1.78], [2.60, 2.99, 2.47], [4.78, 1.83, 2.52], [5.63, -0.68, 4.19], [5.52, -2.33, 3.51], [6.91, -1.30, 3.10], [5.38, -0.52, 0.08], [6.78, -1.24, 0.94], [5.31, -2.22, 0.63], [2.78, -1.95, 2.01], [0.59, -0.78, 1.81], [-0.50, -0.54, 3.57], [-2.65, -1.76, 3.50], [-0.68, 4.77, 5.56], [-1.17, 3.91, 4.03], [-0.44, 5.06, 2.81], [0.23, 2.65, 3.89], [0.27, 1.79, 5.15], [1.50, 1.28, 5.62], [1.57, 0.55, 6.81], [0.39, 0.32, 7.55], [0.41, -0.51, 8.71], [-0.68, -0.67, 9.33], [1.48, -1.06, 9.06], [-0.84, 0.84, 7.09], [-0.90, 1.53, 5.89], [-0.90, 4.11, 6.40], [0.38, 5.05, 5.54], [-1.32, 5.65, 5.62], [-0.34, 4.55, 1.84], [-1.17, 5.87, 2.71], [0.52, 5.44, 3.15], [1.11, 3.32, 3.91], [2.41, 1.44, 5.04], [2.52, 0.15, 7.16], [-1.73, 0.66, 7.68], [-1.89, 1.82, 5.53]]}